No. 1
Here is a cluster of 2 separate species, C22H15Br2F3O in total at a distorted geometry from the Open Molecules 2025 dataset. Energies are from ωB97M-V/def2-TZVPD.

```
! wB97M-V def2-TZVPD RIJCOSX def2/J DEFGRID3
* xyz 0 1
Br -6.8167 3.3207 -1.7644
C -5.1436 2.4685 -1.5692
C -5.0776 1.0719 -1.4028
C -3.8544 0.4571 -1.1654
C -2.6411 1.1983 -1.1181
C -1.3772 0.5177 -1.0330
C -0.1620 1.1468 -1.2975
C 1.0838 0.5122 -1.2533
C 2.3395 1.1747 -1.4367
C 3.5735 0.4555 -1.5079
C 4.7956 1.1131 -1.5547
C 4.8353 2.5207 -1.5774
Br 6.4876 3.4272 -1.6443
C 3.6427 3.2586 -1.5253
C 2.4165 2.6024 -1.4733
C -2.7431 2.6179 -1.2498
C -3.9723 3.2375 -1.4792
H -5.9932 0.4894 -1.4289
H -3.7969 -0.6292 -1.0420
H -1.3678 -0.5647 -0.9691
H -0.2232 2.1827 -1.6554
H 1.0759 -0.5765 -1.1372
H 3.5410 -0.6384 -1.4803
H 5.7273 0.5541 -1.5718
H 3.6758 4.3444 -1.5183
H 1.4990 3.1831 -1.3999
H -1.8395 3.2288 -1.1949
H -4.0312 4.3198 -1.5557
F 1.8085 -5.7522 2.7428
C 1.4630 -4.7310 3.5802
F 0.7861 -5.2903 4.6368
F 2.6310 -4.2257 4.0991
C 0.6451 -3.6540 2.8696
C -0.2989 -2.9562 3.6227
C -1.0315 -1.9401 3.0547
C -0.8372 -1.5365 1.6682
O -1.4218 -0.5326 1.1603
C 0.1072 -2.3598 0.9271
C 0.8559 -3.3530 1.5198
H -0.4477 -3.2314 4.6662
H -1.7635 -1.4029 3.6533
H 0.2481 -2.1347 -0.1288
H 1.6019 -3.8943 0.9333
*
```

## Properties
E_tot = -173339.871 eV
Strongest force on any atom = 1.98 eV Å⁻¹
Molar mass = 512.2 g/mol

Formally, the Mulliken partial charges of the atoms, in units of the elementary charge, are as follows: -0.15, 0.13, -0.60, -0.29, 0.93, -0.61, -0.02, -0.21, 0.86, -0.45, -0.51, 0.09, -0.15, -0.67, -0.42, -0.43, -0.63, 0.40, 0.37, 0.40, 0.26, 0.16, 0.36, 0.41, 0.41, 0.35, 0.42, 0.40, -0.27, 0.89, -0.28, -0.26, 0.19, -0.59, -0.64, 0.31, -0.63, 0.02, -0.93, 0.36, 0.37, 0.26, 0.35

***

No. 2
Here is a structure of composition C22H15ClF10N4Sm at a distorted geometry from the Open Molecules 2025 dataset. Energies are from ωB97M-V/def2-TZVPD.

```
! wB97M-V def2-TZVPD RIJCOSX def2/J DEFGRID3
* xyz 1 6
Sm 0.0621 -0.9511 -0.2569
C 2.9497 -2.4339 -1.7558
N 2.5389 -1.1880 -1.0825
C 2.8028 -0.0622 -2.0049
C 2.2932 1.2806 -1.4942
N 0.9620 1.1209 -0.9066
C 0.2018 2.2313 -0.6944
C -1.0362 2.0748 -0.0501
F -1.2846 0.8053 0.4927
C -2.0004 3.0396 0.1306
F -3.1394 2.7231 0.7401
C -1.7441 4.3213 -0.3117
F -2.6443 5.2883 -0.1825
C -0.5050 4.5731 -0.8850
F -0.2212 5.8014 -1.2897
C 0.4403 3.5776 -1.0531
F 1.6123 3.9488 -1.5878
C 3.3109 -1.0162 0.1763
C 2.8017 -1.9539 1.2723
N 1.3557 -1.8107 1.4098
C 0.7769 -1.1453 2.4418
C 1.3274 -0.3855 3.4987
F 2.6501 -0.1933 3.5648
C 0.5476 0.2116 4.4698
F 1.1363 0.9153 5.4209
C -0.8417 0.1168 4.4615
F -1.5717 0.7220 5.3853
C -1.4397 -0.5953 3.4428
F -2.7590 -0.7011 3.3413
C -0.6327 -1.1960 2.5018
F -1.2417 -1.9197 1.4707
H 3.9898 -2.3694 -2.0899
H 2.3190 -2.6098 -2.6283
H 2.8565 -3.2815 -1.0801
H 2.2969 -0.2886 -2.9471
H 3.8776 0.0149 -2.2053
H 2.2867 1.9550 -2.3489
H 2.9832 1.7076 -0.7605
H 3.1669 0.0077 0.5221
H 4.3791 -1.1872 -0.0021
H 3.3450 -1.7528 2.1906
H 3.0012 -2.9910 0.9976
Cl -5.9340 -1.0698 0.0549
C -4.6039 -1.3111 -0.9961
C -4.7890 -1.6416 -2.3313
C -3.6675 -1.7975 -3.1275
C -2.4152 -1.6279 -2.5711
N -2.2272 -1.3280 -1.2766
C -3.3139 -1.1709 -0.5093
H -5.7856 -1.7670 -2.7320
H -3.7646 -2.0508 -4.1735
H -1.5264 -1.7251 -3.1846
H -3.1827 -0.9149 0.5331
*
```

## Properties
E_tot = -86612.033 eV
Strongest force on any atom = 1.72 eV Å⁻¹
Molar mass = 711.2 g/mol

Formally, the Mulliken partial charges of the atoms, in units of the elementary charge, are as follows: 1.23, -1.08, 0.42, -1.18, -0.91, -0.10, 0.19, -0.01, 0.18, -0.26, -0.26, 0.63, -0.29, -0.04, -0.27, 0.46, -0.31, -0.47, -1.19, -0.38, 0.57, 0.65, -0.33, -0.09, -0.28, 0.77, -0.30, -0.20, -0.30, 0.22, -0.50, 0.35, 0.34, 0.33, 0.46, 0.35, 0.57, 0.47, 0.25, 0.41, 0.50, 0.32, -0.18, -0.17, -0.15, -0.81, -0.12, -0.19, -0.04, 0.46, 0.40, 0.45, 0.44

***

No. 3
Here is a cluster of 2 separate species, C22H15ClF2N2O3S in total at a distorted geometry from the Open Molecules 2025 dataset. Energies are from ωB97M-V/def2-TZVPD.

```
! wB97M-V def2-TZVPD RIJCOSX def2/J DEFGRID3
* xyz 0 1
Cl 2.8519 -0.0706 3.2672
C 1.8781 -1.2029 2.4255
C 2.1772 -2.5726 2.4327
C 1.3634 -3.4215 1.6607
C 0.3438 -2.8986 0.8984
N 0.0759 -1.5403 0.8860
C -0.9800 -1.0476 0.1295
C -1.8936 -0.1839 0.8574
C -3.2751 -0.7212 1.3123
C -4.2074 0.2018 1.8126
C -5.4537 -0.2189 2.2994
C -5.7882 -1.5751 2.3133
C -4.8362 -2.5174 1.9146
C -3.5844 -2.0895 1.4203
O -1.5578 0.9803 1.1911
C 0.7952 -0.7046 1.7304
H 2.9651 -2.9539 3.0613
H 1.5374 -4.4966 1.6181
H -0.2984 -3.5417 0.2875
H -1.2218 -1.6065 -0.7725
H -3.9758 1.2658 1.8003
H -6.1792 0.5174 2.6367
H -6.7617 -1.9146 2.6832
H -5.0363 -3.5926 1.9592
H -2.8310 -2.8009 1.0763
H 0.5239 0.3480 1.7707
F -1.2852 0.8371 -5.4962
C -0.1993 0.4266 -4.7520
F 0.9428 0.9705 -5.2580
S -0.7012 0.7597 -2.9695
N 0.7396 1.4513 -2.3050
C 1.2836 2.6962 -2.7111
O 0.7854 3.4440 -3.5282
C 2.5421 2.7860 -1.9063
C 2.7415 1.5860 -1.2360
C 3.7224 1.4359 -0.2654
C 4.5483 2.5498 -0.0105
C 4.3825 3.7510 -0.7488
C 3.3510 3.8945 -1.6991
C 1.7058 0.6231 -1.6711
O 1.6627 -0.5960 -1.5860
H -0.1240 -0.6681 -4.7480
H 3.7826 0.4991 0.2760
H 5.3031 2.4986 0.7834
H 5.0521 4.6016 -0.5757
H 3.1329 4.8115 -2.2648
*
```

## Properties
E_tot = -60970.331 eV
Strongest force on any atom = 2.27 eV Å⁻¹
Molar mass = 460.9 g/mol

Formally, the Mulliken partial charges of the atoms, in units of the elementary charge, are as follows: -0.19, 0.09, -0.40, -0.59, -0.19, 0.51, -0.91, 0.33, 0.20, -0.37, -0.54, -0.31, -0.66, -0.10, -0.69, -0.42, 0.45, 0.36, 0.40, 0.71, 0.41, 0.37, 0.35, 0.36, 0.33, 0.56, -0.22, 0.32, -0.20, -0.05, 0.14, 0.39, -0.60, 0.04, 0.36, -0.40, -0.67, -0.36, -0.48, 0.40, -0.64, 0.16, 0.57, 0.39, 0.37, 0.44

***

No. 4
Here is a structure of composition C22H15ClHfIN2OSi at a distorted geometry from the Open Molecules 2025 dataset. Energies are from ωB97M-V/def2-TZVPD.

```
! wB97M-V def2-TZVPD RIJCOSX def2/J DEFGRID3
* xyz 1 1
Hf 0.3856 -0.5373 -1.3042
Cl -5.5719 -4.1113 -0.5346
C -4.2047 -3.0824 -0.3476
C -3.7493 -2.7838 0.9087
C -2.6476 -1.9325 1.0857
I -1.9360 -1.4594 2.9894
C -1.9901 -1.3882 0.0042
O -0.9325 -0.5531 0.1062
C -2.4169 -1.7544 -1.2945
N -1.6540 -1.2893 -2.3348
C -2.0210 -1.5799 -3.5737
C -3.1648 -2.3287 -3.8590
C -3.9188 -2.8342 -2.8293
C -3.5477 -2.5743 -1.4947
H -4.2490 -3.2081 1.7679
H -1.3840 -1.2035 -4.3657
H -3.4315 -2.5143 -4.8890
H -4.7950 -3.4358 -3.0295
N 1.0864 -0.0918 -4.5222
C 0.9042 0.0013 -3.3836
C 2.0296 4.3001 -1.4208
C 0.9262 3.4658 -1.4320
C 1.0442 2.1824 -0.9197
C 2.2522 1.6959 -0.3994
C 3.3421 2.5648 -0.3916
C 3.2346 3.8526 -0.8922
Si 2.4168 -0.0986 0.3208
C 2.0795 0.1008 2.1663
C 1.0839 0.9863 2.5876
C 0.8441 1.1938 3.9356
C 1.5916 0.5100 4.8846
C 2.5810 -0.3752 4.4822
C 2.8258 -0.5764 3.1321
H 1.9450 5.3012 -1.8203
H -0.0175 3.8217 -1.8252
H 0.1063 1.5910 -0.8464
H 4.2827 2.2249 0.0241
H 4.0928 4.5109 -0.8718
H 3.8186 -0.5232 0.0911
H 0.4981 1.5324 1.8559
H 0.0761 1.8886 4.2522
H 1.4088 0.6715 5.9391
H 3.1699 -0.8977 5.2248
H 3.6063 -1.2623 2.8234
*
```

## Properties
E_tot = -57885.856 eV
Strongest force on any atom = 1.48 eV Å⁻¹
Molar mass = 692.3 g/mol

Formally, the Mulliken partial charges of the atoms, in units of the elementary charge, are as follows: 0.60, -0.21, 0.44, -0.52, -0.64, 0.18, 0.27, -0.30, 0.76, -0.41, -0.07, -0.86, -0.56, 0.22, 0.46, 0.45, 0.42, 0.45, -0.49, 0.16, -0.45, -0.86, 0.28, 0.39, -0.76, -0.66, 0.25, 0.43, 0.07, -0.76, -0.41, -0.55, -0.45, 0.41, 0.43, 0.88, 0.40, 0.40, -0.20, 0.26, 0.40, 0.41, 0.39, 0.35

***

No. 5
Here is the molecule C22H15ClN4O5 at a distorted geometry from the Open Molecules 2025 dataset. Energies are from ωB97M-V/def2-TZVPD.

```
! wB97M-V def2-TZVPD RIJCOSX def2/J DEFGRID3
* xyz 0 1
O -4.1543 -0.6075 1.8628
C -3.5631 -0.6542 0.8097
C -3.6398 0.5047 -0.1754
C -3.2371 1.8083 0.5224
N -1.8039 1.9981 0.5388
C -1.1925 3.0712 -0.1047
O -1.7781 3.9312 -0.7093
C 0.2577 2.9157 0.1554
C 1.3296 3.7063 -0.2007
C 2.5907 3.3243 0.2474
C 2.7614 2.1960 1.0335
C 1.6802 1.3926 1.3818
C 0.4347 1.7627 0.9232
C -0.8930 1.1290 1.1074
O -1.1549 0.0633 1.6128
C -2.7989 -1.8378 0.4081
N -2.7321 -2.8727 1.1628
N -2.0852 -3.8646 0.5865
C -1.4338 -3.4444 -0.6546
C 0.0621 -3.2074 -0.4391
O 0.8653 -4.0308 -0.1008
N 0.3158 -1.8728 -0.6973
C 1.6191 -1.3132 -0.6641
C 2.0249 -0.4371 -1.6630
C 3.3035 0.0891 -1.6261
C 4.1826 -0.2573 -0.6159
C 3.7623 -1.1333 0.3728
Cl 4.8400 -1.5575 1.6515
C 2.4831 -1.6642 0.3644
C -0.8156 -1.1452 -1.0402
O -0.8081 0.0050 -1.3897
C -2.0174 -2.0558 -0.9045
H -4.6864 0.5900 -0.4766
H -3.0242 0.3580 -1.0588
H -3.6135 1.7889 1.5507
H -3.6458 2.6734 -0.0051
H 1.1875 4.5927 -0.7989
H 3.4497 3.9251 -0.0117
H 3.7479 1.9368 1.3867
H 1.8060 0.5182 2.0001
H -1.6816 -4.5770 1.1752
H -1.5935 -4.1920 -1.4361
H 1.3485 -0.1655 -2.4561
H 3.6202 0.7710 -2.3997
H 5.1833 0.1433 -0.5928
H 2.1691 -2.3436 1.1395
H -2.6724 -1.9613 -1.7723
*
```

## Properties
E_tot = -51779.214 eV
Structure (SMILES) = O=C(CCN1C(=O)c2ccccc2C1=O)C1=NN[C@@H]2C(=O)N(c3cccc(Cl)c3)C(=O)[C@H]12
Strongest force on any atom = 1.14 eV Å⁻¹
Molar mass = 450.8 g/mol

Formally, the Mulliken partial charges of the atoms, in units of the elementary charge, are as follows: -0.63, 0.76, -0.39, -0.99, 0.34, 0.44, -0.67, -0.14, -0.54, -0.64, -0.63, -0.29, 1.19, -0.50, -0.60, -0.10, -0.59, -0.10, -0.54, 0.19, -0.62, 0.48, 0.33, -0.28, -0.69, -0.55, 0.14, -0.23, -0.58, -0.13, -0.61, 0.43, 0.49, 0.13, 0.36, 0.42, 0.53, 0.43, 0.51, 0.64, 0.28, 0.40, 0.47, 0.43, 0.48, 0.53, 0.64

***

No. 6
Here is a structure of composition C22H15F3N2O3S at a distorted geometry from the Open Molecules 2025 dataset. Energies are from ωB97M-V/def2-TZVPD.

```
! wB97M-V def2-TZVPD RIJCOSX def2/J DEFGRID3
* xyz 0 1
C -5.3235 0.0359 0.3578
C -4.4862 1.0948 0.7165
C -3.1272 0.8778 0.9268
C -2.5650 -0.4031 0.7567
C -1.1210 -0.5383 1.1554
C -0.2313 -1.4454 0.3204
N 1.1969 -1.5613 0.7588
C 1.8951 -0.8972 1.7090
C 2.9772 -1.5246 2.3262
C 3.1795 -2.9051 2.1748
C 2.3509 -3.5993 1.3064
C 1.6137 -2.8364 0.3982
O -0.6658 0.0584 2.1176
C -3.3946 -1.4431 0.3397
C -4.7718 -1.2370 0.1582
H -6.3875 0.2102 0.2084
H -4.8833 2.0963 0.8501
H -2.4957 1.6961 1.2347
H -0.0239 -0.6941 -0.8162
H 1.5804 0.1014 1.9838
H 3.6381 -0.9166 2.9399
H 3.9812 -3.4011 2.7076
H 2.3407 -4.6826 1.1961
H 1.6499 -3.0625 -0.6673
H -2.9716 -2.4510 0.2095
H -5.4310 -2.0614 -0.1349
F -1.5989 -3.6111 -2.2302
C -0.3794 -3.3976 -1.6856
F 0.3707 -4.5100 -1.8257
F 0.2270 -2.4079 -2.3945
S -0.7136 -2.9914 0.0871
N -0.8969 1.9181 -0.9900
C -0.6300 3.2847 -0.7788
O -1.3996 4.1748 -0.4318
C 0.8341 3.4955 -1.0219
C 1.4111 2.2690 -1.2406
C 2.8004 2.0943 -1.3206
C 3.5771 3.2569 -1.3583
C 2.9719 4.5259 -1.2239
C 1.5922 4.6598 -1.0197
C 0.2701 1.3167 -1.2645
O 0.4537 0.0658 -1.5410
H 3.2303 1.1001 -1.3512
H 4.6655 3.2029 -1.4541
H 3.5875 5.4246 -1.3063
H 1.1026 5.6181 -0.8825
*
```

## Properties
E_tot = -51164.002 eV
Strongest force on any atom = 4.01 eV Å⁻¹
Molar mass = 444.4 g/mol

Formally, the Mulliken partial charges of the atoms, in units of the elementary charge, are as follows: -0.32, -0.76, -0.39, 0.61, 0.72, -0.10, 0.59, 0.16, -0.99, -0.15, -0.99, -0.18, -0.65, -0.02, -0.91, 0.38, 0.38, 0.35, 0.22, 0.53, 0.38, 0.42, 0.43, 0.61, 0.32, 0.37, -0.27, 0.86, -0.22, -0.16, -0.45, -0.37, 0.04, -0.62, 0.09, 0.44, -0.33, -0.61, -0.42, -0.43, 0.40, -0.64, 0.47, 0.38, 0.36, 0.47

***

No. 7
Here is a structure of composition C22H15F3N3O7Ti at a distorted geometry from the Open Molecules 2025 dataset. Energies are from ωB97M-V/def2-TZVPD.

```
! wB97M-V def2-TZVPD RIJCOSX def2/J DEFGRID3
* xyz -1 1
Ti -0.0139 -0.2312 0.7920
O 1.9776 3.5847 2.1049
C 1.0510 4.4383 1.6298
C 1.3118 5.8031 1.7679
C 0.4115 6.7400 1.3033
C -0.7713 6.3359 0.6885
C -1.0328 4.9872 0.5511
C -0.1395 4.0187 1.0144
C -0.4615 2.5871 0.8513
O 0.3825 1.6916 1.3218
N -1.5654 2.2194 0.2684
N -1.5911 0.8543 0.2981
C -2.6962 0.1651 -0.0157
C -2.7064 -1.1341 0.4907
C -3.7792 -2.0577 0.3465
C -3.7633 -3.2334 1.0261
C -2.6574 -3.5470 1.8595
C -1.6172 -2.6691 1.9144
N -1.5983 -1.4867 1.2550
H 1.6515 2.6748 1.9256
H 2.2377 6.0955 2.2457
H 0.6318 7.7944 1.4187
H -1.4781 7.0685 0.3215
H -1.9422 4.6420 0.0781
H -3.5290 0.6349 -0.5226
H -4.6056 -1.7902 -0.2996
H -4.5858 -3.9309 0.9274
H -2.6085 -4.4756 2.4090
H -0.7283 -2.9018 2.4841
F 1.5612 -2.6955 3.2637
C 1.7857 -1.3737 3.3039
F 0.5526 -0.7734 3.2581
F 2.3079 -1.0854 4.4922
C 2.6661 -0.9080 2.1054
O 3.8632 -1.0097 2.2276
O 1.9720 -0.4821 1.1239
O -0.0093 -0.5105 -3.6335
C 0.7700 -1.6033 -3.7166
C 1.2101 -1.9782 -4.9883
C 2.0147 -3.0876 -5.1499
C 2.3995 -3.8534 -4.0516
C 1.9599 -3.4878 -2.7947
C 1.1476 -2.3710 -2.6037
C 0.7114 -2.0555 -1.2099
O 0.9372 -2.7987 -0.2708
O 0.0376 -0.9307 -1.0629
H -0.1935 -0.3654 -2.6783
H 0.9052 -1.3725 -5.8316
H 2.3498 -3.3595 -6.1438
H 3.0341 -4.7201 -4.1803
H 2.2322 -4.0558 -1.9148
*
```

## Properties
E_tot = -73135.019 eV
Strongest force on any atom = 1.11 eV Å⁻¹
Molar mass = 538.2 g/mol

Formally, the Mulliken partial charges of the atoms, in units of the elementary charge, are as follows: 0.33, -0.71, 0.28, -0.65, -0.28, -0.71, -0.37, 0.01, 1.26, -0.95, -1.25, 1.02, -1.05, 0.98, -1.10, -0.13, -0.96, -0.06, 0.36, 0.43, 0.41, 0.36, 0.38, 0.46, 0.35, 0.37, 0.39, 0.40, 0.30, -0.26, 0.97, -0.25, -0.27, 0.32, -0.62, -0.55, -0.69, 0.46, -0.67, -0.25, -0.68, -0.45, -0.15, 1.35, -0.65, -0.52, 0.40, 0.42, 0.36, 0.39, 0.44

***

No. 8
Here is the ion C22H15N2O6S2 with charge -1 at a distorted geometry from the Open Molecules 2025 dataset. Energies are from ωB97M-V/def2-TZVPD.

```
! wB97M-V def2-TZVPD RIJCOSX def2/J DEFGRID3
* xyz -1 1
N 0.1792 4.4230 6.3852
C 0.1739 3.7309 5.4404
C 0.1454 2.8866 4.2770
C -0.7841 1.8488 4.2017
C -0.8241 1.0404 3.0530
C -0.0100 1.3634 1.9467
C -0.3740 0.8361 0.5970
C 0.2783 -0.4013 0.0657
C -0.0264 -0.5938 -1.3890
S -0.7711 0.5650 -2.4610
O -0.6279 1.9477 -2.0310
O -2.0284 0.0907 -2.9915
C 0.3903 0.3477 -3.8362
C 0.4760 1.1715 -4.9577
C 1.3571 0.8152 -5.9833
C 2.1016 -0.3675 -5.8974
C 1.9802 -1.1995 -4.7817
C 1.1234 -0.8172 -3.7544
S 0.8776 -1.7804 -2.2586
O 0.0445 -2.9123 -2.6003
O 2.1743 -1.9559 -1.6389
C -0.1751 -1.6022 0.9254
C -1.3208 -2.3103 0.5574
C -1.9677 -3.1133 1.5059
C -1.4276 -3.2566 2.7857
C -0.1833 -2.6940 3.0809
C 0.4490 -1.8718 2.1422
N -1.8915 0.6802 0.6731
O -2.4998 0.2280 -0.3064
O -2.4718 1.1476 1.6924
C 0.9871 2.3289 2.0671
C 1.0628 3.0916 3.2371
H -1.4955 1.6556 5.0073
H -1.2969 0.0653 3.1589
H -0.2041 1.6564 -0.1069
H 1.3707 -0.2576 0.1667
H -0.1276 2.0707 -5.0232
H 1.4575 1.4512 -6.8612
H 2.7831 -0.6561 -6.6952
H 2.5305 -2.1336 -4.6865
H -1.7122 -2.2187 -0.4559
H -2.9045 -3.5999 1.2305
H -1.9731 -3.8153 3.5553
H 0.2853 -2.8607 4.0509
H 1.4093 -1.4006 2.3640
H 1.6491 2.4985 1.2184
H 1.8112 3.8775 3.3302
*
```

## Properties
E_tot = -59989.124 eV
Structure (SMILES) = N#Cc1ccc([C@@H]([C@H](C2=[S@](=O)([O-])c3ccccc3S2(=O)=O)c2ccccc2)[N+](=O)[O-])cc1
Strongest force on any atom = 3.41 eV Å⁻¹
Molar mass = 467.5 g/mol

Formally, the Mulliken partial charges of the atoms, in units of the elementary charge, are as follows: -0.59, 0.00, 0.59, -1.16, 0.26, -0.76, -0.82, 1.42, -1.12, 1.39, -0.83, -0.70, 0.36, -0.79, -0.53, -0.54, -0.78, 0.12, 1.35, -0.69, -0.73, 0.17, 0.20, -0.78, -0.52, -0.59, -0.52, 1.09, -0.58, -0.67, -0.38, -0.79, 0.40, 0.23, 1.32, 0.65, 0.46, 0.37, 0.36, 0.43, 0.36, 0.37, 0.35, 0.38, 0.35, 0.48, 0.41